Entry 1:
Formula: C16H40CrFN3O6Y
Source: the Open Molecules 2025 dataset
Level of theory: the ωB97M-V functional and the def2-TZVPD basis

Structure (XYZ):
```
68
Properties=species:S:1:pos:R:3
Cr 2.36580 -1.89666 0.01443
Y -0.92881 0.89265 0.00927
C -3.22843 -2.57515 -0.93132
C -2.37687 -1.41283 -0.62235
O -2.89355 -0.24908 -0.49649
O -1.14586 -1.54600 -0.30109
H -2.85842 -3.14043 -1.78701
H -4.22740 -2.23547 -1.19655
H -3.28204 -3.21547 -0.05277
F 1.12035 -0.05579 0.14507
C 0.22260 -3.69128 3.36690
C 0.96798 -2.71523 2.46861
C 2.41300 -2.52077 2.88401
O 3.01705 -1.61435 1.92232
C 4.32294 -1.15765 2.34006
N 0.94529 -3.13898 1.02719
H 0.31000 -3.43212 4.42165
H 0.51836 -4.72279 3.17852
H -0.85167 -3.61574 3.17270
H 0.44820 -1.75240 2.49478
H 2.93945 -3.47929 2.82450
H 2.49901 -2.08148 3.87519
H 4.23540 -0.58563 3.26396
H 4.70983 -0.50151 1.56653
H 4.99412 -2.00021 2.50478
H 0.00224 -2.97213 0.67278
H 1.11134 -4.14441 0.99819
C 4.11114 -0.01280 -3.56739
C 3.15758 -0.58777 -2.52792
C 2.62836 -1.90684 -2.99783
O 1.73245 -2.41593 -1.98759
C 0.92287 -3.49681 -2.45006
N 3.86588 -0.88951 -1.23211
H 5.03057 -0.58709 -3.66570
H 4.38166 1.01747 -3.30774
H 3.64012 0.10094 -4.54490
H 2.31721 0.07418 -2.32435
H 3.46781 -2.61263 -3.08160
H 2.16098 -1.87694 -3.98146
H 1.52530 -4.39208 -2.61252
H 0.43341 -3.21723 -3.38510
H 0.14352 -3.67766 -1.71473
H 4.33577 -0.02205 -0.97446
H 4.64094 -1.51519 -1.46197
C -6.48260 3.71560 0.68139
O -5.20363 3.13675 0.34785
C -4.54224 3.82297 -0.67362
C -3.24419 3.03898 -0.91292
N -2.67613 2.57150 0.39053
C -2.12940 3.60322 1.32277
C -0.79249 4.08993 0.85317
O 0.02963 2.90641 0.58416
C 1.42661 3.25910 0.48106
H -7.12428 3.70993 -0.20034
H -6.35219 4.71995 1.07945
H -6.93441 3.06106 1.41971
H -4.33960 4.86956 -0.39771
H -5.12663 3.86384 -1.59888
H -2.52147 3.62978 -1.47696
H -3.54842 2.14689 -1.46546
H -3.53807 2.35492 0.92001
H -2.10219 3.18027 2.32904
H -2.78888 4.47289 1.42971
H -0.34157 4.66805 1.66112
H -0.84199 4.69838 -0.04874
H 1.79138 3.59972 1.44794
H 1.56205 4.06679 -0.24193
H 1.97525 2.39168 0.12222
```

HOMO-LUMO gap (alpha / beta), eV: 7.5 / 7.5
HOMO energy (alpha / beta), eV: -17.08 / -17.08
⟨S²⟩: 6.009
Multiplicity: 5
Net charge: +3

Entry 2:
Formula: C2Cl4S
Source: the Open Molecules 2025 dataset
Level of theory: the ωB97M-V functional and the def2-TZVPD basis

Structure (XYZ):
```
7
Properties=species:S:1:pos:R:3
C -0.80275 -1.70045 -0.49007
C 0.78075 1.11609 0.19925
S -0.92223 -2.59214 0.75077
Cl -1.78648 -1.28683 -1.71208
Cl 2.08966 0.60444 1.18074
Cl 1.11890 2.12600 -1.10385
Cl -0.47784 1.73289 1.17525
```

HOMO-LUMO gap (alpha / beta), eV: 7.1 / 8.0
HOMO energy (alpha / beta), eV: -8.14 / -8.89

Entry 3:
Formula: C4H8O3Tm
Source: the Open Molecules 2025 dataset
Level of theory: the ωB97M-V functional and the def2-TZVPD basis

Structure (XYZ):
```
16
Properties=species:S:1:pos:R:3
O -2.52508 -1.06130 0.22670
C -2.49256 -0.04106 0.94902
O -1.40071 0.78093 0.86909
C -0.85474 1.15435 -0.39687
C 0.61614 0.81873 -0.40477
O 0.81123 -0.55108 -0.10305
C 2.17484 -0.92660 -0.00197
Tm -0.85249 -2.37362 -0.49576
H -2.83035 -0.06934 2.00005
H -0.96976 2.24056 -0.49111
H -1.38963 0.68289 -1.23228
H 1.12670 1.40143 0.37932
H 1.03764 1.06322 -1.39324
H 2.21695 -1.99633 0.23295
H 2.68635 -0.75144 -0.96018
H 2.64548 -0.37135 0.82210
```

HOMO-LUMO gap (alpha / beta), eV: 4.7 / 6.7
HOMO energy (alpha / beta), eV: -9.05 / -11.06
⟨S²⟩: 2.007
Multiplicity: 3
Net charge: +1

Entry 4:
Formula: C5H11NO
Source: the Open Molecules 2025 dataset
Level of theory: the ωB97M-V functional and the def2-TZVPD basis

Structure (XYZ):
```
18
Properties=species:S:1:pos:R:3
C 2.20797 0.13939 -2.24792
C 0.90547 0.23732 -1.93894
C 0.33923 -0.09442 -0.63562
C -0.90276 0.25161 -0.22172
C -1.46142 -0.27815 1.05404
N -2.93317 0.13254 1.24475
H 2.56873 -0.10922 -3.23582
H 2.86583 0.04571 -1.38814
H 0.13648 0.59761 -2.62210
H 0.59811 -1.05807 -0.20749
H -1.64018 0.69517 -0.89869
H -0.90853 -0.00444 1.96234
H -1.50741 -1.37469 1.14532
H -3.28450 -0.56702 1.88424
H -3.25972 -0.04788 0.29855
O 2.00616 0.17605 1.73140
H 2.41920 0.17631 2.58990
H 1.85051 1.08219 1.48590
```

HOMO-LUMO gap, eV: 9.2
HOMO energy, eV: -8.40
SMILES: C=C/C=C/CN.O

Entry 5:
Formula: C4H29N2O8
Source: the Open Molecules 2025 dataset
Level of theory: the ωB97M-V functional and the def2-TZVPD basis

Structure (XYZ):
```
43
Properties=species:S:1:pos:R:3
C 1.10160 0.19628 -2.45776
C -0.24326 -0.19772 -3.12180
C -1.40368 0.73140 -2.73409
C -2.42331 1.98741 -0.85868
N -1.42189 0.98561 -1.29625
N 1.18224 -0.07237 -0.98983
H 1.30942 1.26911 -2.54375
H 1.96252 -0.32843 -2.87136
H -0.09779 0.05375 -4.17601
H -0.51720 -1.25610 -2.99895
H -2.26407 0.15592 -3.15746
H -1.35003 1.74529 -3.17957
H -1.94974 2.78162 -0.26088
H -3.13949 1.56854 -0.16543
H -2.91040 2.37780 -1.75106
H -1.66121 0.09420 -0.86167
H 1.02462 -1.11011 -0.93674
H 2.02906 0.14211 -0.47056
H 0.34539 0.29420 -0.51527
H -0.14115 -3.56842 2.07868
H 0.45805 -2.20174 1.75266
O -0.37593 -2.68709 1.76887
H 1.64762 -0.47772 3.44422
H 0.79236 0.77345 2.96582
O 1.64513 0.30210 2.88110
H 2.78184 -2.86312 0.82689
H 2.13059 -3.56213 -0.34371
O 1.98004 -2.83325 0.28434
H -1.37439 -2.34979 -0.98993
H -0.36321 -2.44798 0.14204
O -0.42831 -2.43157 -0.82751
H -1.06667 1.03433 3.83805
H -1.91303 0.91812 2.62810
O -1.02431 1.28082 2.89727
H 0.89350 3.44207 1.45758
H 0.39487 2.13905 1.99230
O 0.95248 2.49349 1.26942
H 2.58569 1.97905 0.80924
H 3.68328 1.07849 1.07884
O 3.24966 1.46248 0.30424
H -1.31056 -1.18584 1.81094
H -2.75630 -1.15399 1.73090
O -2.01408 -0.55934 1.54673
```

HOMO-LUMO gap, eV: 9.1
HOMO energy, eV: -11.96
Net charge: +1

Entry 6:
Formula: C24H72F2N7O13PbS2
Source: the Open Molecules 2025 dataset
Level of theory: the ωB97M-V functional and the def2-TZVPD basis

Structure (XYZ):
```
121
Properties=species:S:1:pos:R:3
Pb 1.06213 -0.85139 7.95594
N 1.29269 0.43154 3.76128
S 1.57382 -0.28271 2.38870
O 2.83836 0.13313 1.70254
O 0.44014 -0.74963 1.57713
F 1.99257 -1.62227 3.09701
S 0.78388 1.87280 2.87339
O -0.51730 1.86185 2.30402
O 1.78614 2.45769 1.97109
F 0.75130 2.81133 4.17084
O 7.51294 -0.00525 -1.43899
H 6.89713 0.70481 -1.62016
H 7.24432 -0.34383 -0.58492
O 2.46046 2.54590 9.53818
H 3.03402 2.95562 8.89060
H 2.76284 2.89021 10.37857
O 3.98411 -4.13600 7.71170
H 4.51499 -4.38096 8.46960
H 4.14722 -4.82795 7.07073
C -0.23271 -8.92436 2.54902
C 0.22695 -7.57971 1.88808
C 0.77583 -7.83857 0.43992
O 1.17563 -6.58255 -0.23848
C 1.22060 -6.59107 -1.65096
N -0.84922 -6.64300 1.85350
H -0.38291 -8.79947 3.62137
H 0.53320 -9.69470 2.45924
H -1.18421 -9.32452 2.19887
H 1.02487 -7.14408 2.48947
H -0.01226 -8.37254 -0.09099
H 1.59634 -8.54622 0.55866
H 0.35435 -6.61282 -2.31221
H 1.88577 -7.40114 -1.95004
H 1.70966 -5.68705 -2.01383
H -0.60995 -5.89606 1.21715
H -1.69930 -7.02803 1.46723
C -6.56065 -4.62651 -8.69834
C -6.41577 -4.32840 -7.21682
C -5.09157 -3.58746 -6.80613
O -5.02149 -3.50105 -5.38318
C -3.85371 -2.65204 -5.09074
N -7.59173 -3.69571 -6.68495
H -7.58238 -4.87199 -8.98802
H -5.79846 -5.31476 -9.06368
H -6.33734 -3.66849 -9.16785
H -6.41653 -5.33075 -6.78856
H -5.22622 -2.59486 -7.23589
H -4.26373 -4.12222 -7.27178
H -3.62400 -2.59434 -4.02678
H -4.09024 -1.60566 -5.28375
H -2.93877 -2.85651 -5.64678
H -7.85987 -2.84643 -7.16131
H -7.36948 -3.33063 -5.76985
C 7.89687 0.78999 5.87151
C 6.81988 1.65535 6.48280
C 6.55701 2.93929 5.72520
O 5.59832 3.82513 6.36362
C 5.35056 4.95074 5.54961
N 5.56983 0.87241 6.37809
H 7.71060 0.43042 4.85952
H 8.06985 -0.09432 6.48484
H 8.85139 1.31488 5.90981
H 7.12197 1.76981 7.52383
H 6.29465 2.69857 4.69500
H 7.49189 3.47724 5.56804
H 6.24043 5.57849 5.50338
H 4.63642 5.58596 6.07364
H 4.93288 4.70838 4.57242
H 5.14430 1.05106 5.47970
H 5.90046 -0.07754 6.28644
C -0.71598 7.74093 -1.66274
C 0.17562 8.95357 -1.82139
C 1.42402 8.73059 -2.76058
O 2.39904 7.67841 -2.41331
C 2.87784 7.86168 -1.11548
N -0.63594 10.06796 -2.30735
H -1.48880 7.96884 -0.92863
H -0.11663 6.93618 -1.23698
H -1.04780 7.12864 -2.50124
H 0.53914 9.33638 -0.86775
H 1.83650 9.71383 -2.98685
H 0.99342 8.38650 -3.70094
H 3.68349 7.13954 -0.98302
H 2.07083 7.55128 -0.45180
H 3.16768 8.88897 -0.89466
H -1.34946 9.79543 -2.96819
H -0.07255 10.79010 -2.73302
C 1.21573 2.01466 -4.24697
C 2.60523 1.21587 -4.07805
C 3.21441 0.77461 -5.44194
O 2.32303 -0.06721 -6.18723
C 3.04063 -0.87294 -7.14729
N 3.56278 2.08465 -3.40844
H 0.45165 1.42693 -4.75575
H 1.29663 2.97019 -4.76517
H 0.78559 2.26853 -3.27814
H 2.43141 0.39508 -3.38222
H 4.15823 0.28914 -5.19373
H 3.37183 1.63788 -6.08852
H 3.88714 -1.38692 -6.69192
H 3.51561 -0.20827 -7.86889
H 2.41741 -1.61556 -7.64549
H 3.18163 2.30694 -2.49993
H 3.53062 3.02047 -3.78701
C -7.14754 -2.56941 2.95727
C -6.83707 -1.17105 2.36376
C -8.01712 -0.18943 2.52273
O -9.08001 -0.43301 1.62480
C -10.22864 0.33272 1.91103
N -5.68156 -0.63737 3.06793
H -7.92296 -3.06830 2.37594
H -7.38860 -2.40053 4.00677
H -6.31984 -3.26248 3.10785
H -6.59001 -1.40148 1.32743
H -7.68010 0.82424 2.30598
H -8.30824 -0.19587 3.57311
H -10.83402 0.53605 1.02770
H -9.93603 1.28807 2.34669
H -10.89378 -0.00452 2.70599
H -5.13077 -0.00900 2.50058
H -4.97343 -1.30862 3.32884
```

HOMO-LUMO gap, eV: 0.9
HOMO energy, eV: -9.86
Net charge: +1